This record from OMol25 describes C68H56I2N2O22PS as an isolated structure in a non-equilibrium geometry. The level of theory is wB97M-V/def2-TZVPD.

As for the LUMO energy: -0.0279 Ha. The orbital gap is 3.639 eV. As for the net charge: -1. As for the energy: -5724.187003 Ha.

Element x y z (Å)
C: 4.53956 1.19166 7.35442
C: 4.44259 0.81865 5.86898
I: 6.37366 1.31269 4.99542
C: 3.27414 1.63509 5.17303
I: 4.05825 3.32728 4.11529
C: 2.47505 0.70038 4.26219
N: 3.37074 0.21618 3.23625
C: 2.84373 -0.87930 2.40505
C: 3.34206 -0.66002 0.98974
C: 3.01033 -1.80030 0.05065
S: 3.86526 -1.51373 -1.54672
P: 1.89034 -0.65326 5.40153
N: 2.78477 -1.96417 5.38184
C: 1.17903 1.33692 3.69470
O: 1.13502 2.56055 3.53168
O: 0.25941 0.54940 3.41803
H: 4.58815 0.32021 7.98837
H: 3.72249 1.84019 7.63438
H: 5.42836 1.77469 7.52274
H: 4.36858 -0.24065 5.67957
H: 2.62128 1.96821 5.96111
H: 3.58240 0.96741 2.59366
H: 3.27574 -1.79953 2.77470
H: 1.76492 -0.98647 2.45073
H: 4.42102 -0.59692 1.05314
H: 2.94147 0.27496 0.61852
H: 3.36786 -2.73051 0.46058
H: 1.95918 -1.82958 -0.18063
H: 4.57257 -0.41183 -1.28964
H: 0.55603 -0.96201 5.12712
H: 1.94507 -0.11034 6.70708
H: 2.20027 -2.74155 5.10555
C: 3.34467 7.76166 1.95127
C: 3.30668 8.60902 0.92562
C: 3.08436 8.13432 -0.46229
O: 3.05232 8.91055 -1.39605
C: 2.90367 6.67637 -0.66641
C: 2.93966 5.82446 0.35513
C: 3.16258 6.30112 1.74492
O: 3.18979 5.51859 2.66755
H: 3.50685 8.09167 2.96872
H: 3.43570 9.67776 1.05122
H: 2.74248 6.35189 -1.68704
H: 2.80936 4.75623 0.23021
C: -0.77796 -2.48779 2.60975
C: -1.60766 -2.10918 1.64194
C: -2.01537 -3.05206 0.57503
O: -2.76892 -2.70866 -0.31984
C: -1.47205 -4.43127 0.62276
C: -0.64333 -4.81028 1.58909
C: -0.23081 -3.86662 2.65868
O: 0.52634 -4.21083 3.54136
H: -0.46234 -1.80295 3.39539
H: -2.01113 -1.10550 1.59072
H: -1.78417 -5.09761 -0.16728
H: -0.23561 -5.81094 1.64178
C: -0.72762 -1.12136 -2.81452
C: -1.34858 -0.37009 -3.71759
C: -1.00263 -0.44919 -5.15325
O: -1.56897 0.24759 -5.97581
C: 0.06290 -1.39993 -5.55445
C: 0.68645 -2.15416 -4.65340
C: 0.33884 -2.07416 -3.20895
O: 0.90482 -2.76325 -2.38993
H: -0.96714 -1.07562 -1.76251
H: -2.12762 0.33070 -3.44743
H: 0.29956 -1.43967 -6.61028
H: 1.46766 -2.85379 -4.92183
C: -0.46649 4.89704 -3.51172
C: -1.09672 5.89536 -4.12533
C: -1.99343 5.64395 -5.28641
O: -2.56521 6.55512 -5.84500
C: -2.15867 4.23752 -5.73318
C: -1.52715 3.24190 -5.11787
C: -0.63804 3.49444 -3.96466
O: -0.07220 2.56971 -3.41710
H: 0.19038 5.05548 -2.66503
H: -0.99002 6.92684 -3.81468
H: -2.81436 4.07424 -6.57893
H: -1.61473 2.20232 -5.40850
C: -4.55250 -7.47829 -0.43646
C: -5.86825 -7.44306 -0.63057
C: -6.77620 -6.87559 0.39808
O: -7.97871 -6.84256 0.22231
C: -6.16911 -6.34975 1.64588
C: -4.85372 -6.38788 1.83590
C: -3.94289 -6.95383 0.81071
O: -2.74281 -6.98180 0.98766
H: -3.86902 -7.88580 -1.17098
H: -6.33469 -7.81661 -1.52943
H: -6.84888 -5.93394 2.39147
H: -4.38969 -6.00962 2.73849
C: -9.58452 -4.94617 -4.05817
C: -8.49270 -5.48480 -3.52315
C: -8.10164 -6.88375 -3.82246
O: -7.10719 -7.37493 -3.33222
C: -8.97067 -7.66071 -4.74044
C: -10.06215 -7.12248 -5.27558
C: -10.45539 -5.72119 -4.97717
O: -11.44915 -5.23150 -5.46677
H: -9.88913 -3.92818 -3.85295
H: -7.84428 -4.93780 -2.85092
H: -8.66513 -8.67899 -4.94420
H: -10.71051 -7.67063 -5.94691
C: 5.23380 2.28702 -5.26140
C: 5.40601 1.92797 -3.99032
C: 4.29970 2.04360 -3.01045
O: 4.45680 1.71194 -1.85507
C: 2.99654 2.57106 -3.48576
C: 2.82839 2.93139 -4.75476
C: 3.93208 2.81732 -5.73896
O: 3.77499 3.14325 -6.89820
H: 6.01336 2.21585 -5.99713
H: 6.34070 1.53869 -3.61469
H: 2.20546 2.64249 -2.75180
H: 1.89058 3.31834 -5.12844
C: -9.18411 -5.50299 5.00343
C: -10.12921 -5.92443 5.83847
C: -9.83544 -6.93334 6.88795
O: -10.69614 -7.31924 7.64752
C: -8.44619 -7.45208 6.97000
C: -7.50152 -7.03024 6.13458
C: -7.79758 -6.02252 5.08772
O: -6.93484 -5.63660 4.32611
H: -9.37624 -4.76945 4.23083
H: -11.14679 -5.55852 5.79534
H: -8.25274 -8.18574 7.74182
H: -6.48331 -7.39531 6.17632
C: 9.95964 -1.74331 -5.24688
C: 9.32672 -0.57844 -5.34741
C: 7.84766 -0.51440 -5.44339
O: 7.26714 0.54774 -5.53698
C: 7.09959 -1.79455 -5.41971
C: 7.73184 -2.96009 -5.31853
C: 9.21219 -3.02730 -5.22401
O: 9.79048 -4.08711 -5.13139
H: 11.03742 -1.81429 -5.17688
H: 9.85136 0.36828 -5.36485
H: 6.02145 -1.72260 -5.48771
H: 7.20560 -3.90543 -5.29915
C: 3.48513 11.86437 4.32158
C: 2.88206 13.03887 4.16311
C: 1.40943 13.13174 3.99152
O: 0.86127 14.20228 3.84563
C: 0.63652 11.86421 4.00487
C: 1.23924 10.68914 4.16344
C: 2.71062 10.59791 4.33509
O: 3.25873 9.52717 4.48072
H: 4.55649 11.77319 4.44755
H: 3.42674 13.97414 4.15093
H: -0.43464 11.95417 3.87868
H: 0.69539 9.75297 4.17544

Mulliken population analysis, charges in e, atoms 1 to 99: atom 1 (C): -1.246, atom 2 (C): -0.355, atom 3 (I): -0.035, atom 4 (C): -1.178, atom 5 (I): 0.298, atom 6 (C): 0.392, atom 7 (N): 0.104, atom 8 (C): -0.569, atom 9 (C): -1.166, atom 10 (C): -0.221, atom 11 (S): -0.159, atom 12 (P): 0.405, atom 13 (N): -0.876, atom 14 (C): -0.154, atom 15 (O): -0.731, atom 16 (O): -0.566, atom 17 (H): 0.280, atom 18 (H): 0.335, atom 19 (H): 0.444, atom 20 (H): 0.760, atom 21 (H): 0.635, atom 22 (H): 0.346, atom 23 (H): 0.265, atom 24 (H): -0.025, atom 25 (H): 0.536, atom 26 (H): 0.603, atom 27 (H): 0.431, atom 28 (H): 0.123, atom 29 (H): 0.046, atom 30 (H): 0.012, atom 31 (H): 0.047, atom 32 (H): 0.292, atom 33 (C): -0.489, atom 34 (C): -0.316, atom 35 (C): 0.177, atom 36 (O): -0.589, atom 37 (C): -0.328, atom 38 (C): -0.330, atom 39 (C): -0.140, atom 40 (O): -0.398, atom 41 (H): 0.762, atom 42 (H): 0.447, atom 43 (H): 0.549, atom 44 (H): 0.652, atom 45 (C): 0.039, atom 46 (C): -0.338, atom 47 (C): 0.416, atom 48 (O): -0.701, atom 49 (C): -0.670, atom 50 (C): -0.608, atom 51 (C): 0.614, atom 52 (O): -0.571, atom 53 (H): 0.018, atom 54 (H): 0.543, atom 55 (H): 0.773, atom 56 (H): 0.514, atom 57 (C): 0.015, atom 58 (C): -0.600, atom 59 (C): 0.555, atom 60 (O): -0.693, atom 61 (C): -0.579, atom 62 (C): -0.421, atom 63 (C): 0.358, atom 64 (O): -0.568, atom 65 (H): 0.501, atom 66 (H): 0.475, atom 67 (H): 0.445, atom 68 (H): 0.457, atom 69 (C): -0.318, atom 70 (C): -0.395, atom 71 (C): 0.321, atom 72 (O): -0.567, atom 73 (C): -0.529, atom 74 (C): -0.017, atom 75 (C): 0.161, atom 76 (O): -0.407, atom 77 (H): 0.564, atom 78 (H): 0.440, atom 79 (H): 0.472, atom 80 (H): 0.313, atom 81 (C): -0.504, atom 82 (C): -0.262, atom 83 (C): 0.394, atom 84 (O): -0.606, atom 85 (C): -0.459, atom 86 (C): -0.376, atom 87 (C): 0.412, atom 88 (O): -0.547, atom 89 (H): 0.467, atom 90 (H): 0.374, atom 91 (H): 0.659, atom 92 (H): 0.529, atom 93 (C): -0.414, atom 94 (C): -0.221, atom 95 (C): 0.424, atom 96 (O): -0.555, atom 97 (C): -0.341, atom 98 (C): -0.404, atom 99 (C): 0.353